Formula: C2H2OS
Source: OMol25
Level of theory: ωB97M-V/def2-TZVPD

HOMO-LUMO gap (spin up / spin down): 7.50 / 8.19 eV
maximum force: 3.681 eV/Å
relative energy (zero: lowest compared OMol25 entry of this formula, charge and spin): 2.179 eV
calculated total energy: -14985.5328 eV
net charge: 0

Last column: natural (NBO) charge in e.
Geometry (Å):
1 O -1.82 1.30 0.29  -0.45
2 S -0.47 -1.01 0.15  0.38
3 C -1.52 0.27 -0.17  0.32
4 H 1.62 -0.86 -0.65  0.20
5 H 1.09 0.65 0.27  0.19
6 C 1.11 -0.35 0.10  -0.65